1.
C35H62FeN10OPSi3Te | ωB97M-V with the def2-TZVPD basis set

Calculated values
* F_max: 0.982 eV/A
* LUMO energy (spin up / spin down): -0.18455 / -0.20709 Ha
* relative energy (zero: lowest compared OMol25 entry of this formula, charge and spin): 0.00 kcal per mole
* HOMO-LUMO gap (spin up / spin down): 0.24739 / 0.27040 hartree
* HOMO (spin up / spin down): -11.754 / -12.993 eV

```
! RIJCOSX wB97M-V def2-TZVPD def2/J DEFGRID3
* xyz 2 6
Fe -0.738 -0.147 0.255
C -1.274 -2.853 4.471
C -1.464 -2.086 3.207
O -0.532 -2.210 2.162
N -2.768 -1.802 2.793
C -3.073 -0.454 2.315
C -3.712 -0.407 0.941
C -5.047 -0.730 0.754
C -5.589 -0.676 -0.522
C -4.785 -0.266 -1.577
C -3.466 0.043 -1.315
N -2.934 -0.042 -0.089
H -0.236 -2.825 4.799
H -1.564 -3.914 4.388
H -1.877 -2.411 5.264
H -3.471 -2.162 3.421
H -2.139 0.104 2.279
H -3.721 0.053 3.031
H -5.654 -1.034 1.602
H -6.628 -0.943 -0.690
H -5.176 -0.175 -2.583
H -2.801 0.371 -2.109
C 1.222 -3.372 0.282
Si 0.480 -3.599 1.980
C 1.888 -3.616 3.178
C -0.540 -5.130 2.150
H 2.261 -3.727 0.273
H 1.250 -2.316 -0.012
H 0.675 -3.926 -0.489
H 2.382 -4.594 3.080
H 1.609 -3.506 4.228
H 2.637 -2.857 2.937
H -0.446 -5.565 3.150
H -0.190 -5.884 1.434
H -1.599 -4.952 1.957
N -5.133 -5.216 0.211
C -4.262 -4.664 -0.300
C -3.195 -3.938 -0.950
C -2.875 -4.138 -2.285
C -1.860 -3.372 -2.832
C -1.232 -2.437 -2.034
N -1.543 -2.231 -0.747
C -2.496 -2.992 -0.215
H -3.403 -4.881 -2.870
H -1.565 -3.492 -3.867
H -0.430 -1.832 -2.428
H -2.733 -2.829 0.829
N -4.400 4.670 1.181
C -3.235 4.181 0.692
C -2.799 2.869 0.970
N -1.647 2.404 0.517
C -0.893 3.238 -0.215
C -1.334 4.516 -0.503
N -2.495 4.990 -0.066
H -5.041 4.106 1.703
H -4.664 5.608 0.933
H -3.419 2.208 1.571
H 0.070 2.881 -0.552
H -0.735 5.185 -1.114
C 3.081 2.752 3.043
N 3.296 1.306 2.906
C 2.989 0.662 4.187
N 1.630 0.947 4.663
C 1.459 2.399 4.759
N 1.721 3.086 3.490
C 0.712 2.807 2.488
P 0.674 0.975 2.067
C 2.518 0.748 1.812
C 0.614 0.332 3.832
H 3.282 3.246 2.092
H 3.783 3.130 3.785
H 3.693 1.036 4.926
H 3.120 -0.417 4.097
H 2.159 2.778 5.501
H 0.446 2.624 5.091
H 0.910 3.384 1.591
H -0.274 3.096 2.852
H 2.806 1.231 0.877
H 2.730 -0.315 1.705
H 0.761 -0.745 3.804
H -0.376 0.525 4.248
C 2.631 4.047 -0.552
Si 2.921 3.449 -2.287
C 3.096 4.839 -3.495
C 4.383 2.309 -2.298
C 1.352 2.523 -2.827
Te 1.066 0.541 -2.066
C 0.413 -0.207 -3.974
Si 1.744 -1.196 -4.905
C 0.879 -1.959 -6.356
C 3.106 -0.038 -5.383
C 2.387 -2.494 -3.733
H 3.516 4.568 -0.166
H 2.438 3.192 0.103
H 1.782 4.738 -0.485
H 3.893 5.531 -3.194
H 2.167 5.415 -3.577
H 3.347 4.455 -4.491
H 5.236 2.790 -1.805
H 4.695 2.064 -3.320
H 4.178 1.370 -1.772
H 1.391 2.364 -3.908
H 0.454 3.107 -2.608
H 0.106 0.690 -4.520
H -0.485 -0.817 -3.855
H 0.290 -1.221 -6.910
H 0.210 -2.766 -6.038
H 1.609 -2.391 -7.053
H 2.769 0.741 -6.077
H 3.914 -0.592 -5.874
H 3.529 0.445 -4.493
H 1.581 -3.141 -3.358
H 2.883 -2.024 -2.877
H 3.123 -3.139 -4.230
*
```

---

2.
C35H62IN2O5PS | ωB97M-V with the def2-TZVPD basis set

Calculated values
* F_max: 3.461 eV/A
* SMILES: C=Cc1nc2c(C)c(O)c(P(O)(O)=S)c(CCCCCCCCCCCCCCCCCC)c2nc1I.CC(C)O.CC(C)O
* LUMO energy: -0.03683 Ha
* HOMO-LUMO gap: 0.25993 hartree
* HOMO: -8.075 eV

```
! RIJCOSX wB97M-V def2-TZVPD def2/J DEFGRID3
* xyz 0 1
C 2.825 -3.752 3.596
C 3.887 -3.020 3.139
C 3.658 -1.752 2.503
N 2.410 -1.399 2.282
C 2.246 -0.197 1.653
C 0.936 0.249 1.388
C -0.228 -0.597 1.827
C 0.744 1.453 0.746
O -0.573 1.864 0.531
C 1.832 2.297 0.358
P 1.381 3.885 -0.433
O 0.035 3.654 -1.269
O 0.945 4.830 0.804
S 2.652 4.701 -1.598
C 3.110 1.879 0.663
C 4.340 2.701 0.385
C 5.106 2.465 -0.948
C 4.432 1.695 -2.100
C 4.918 0.222 -2.149
C 3.795 -0.753 -2.502
C 4.294 -2.172 -2.836
C 3.241 -2.920 -3.685
C 2.134 -3.502 -2.776
C 0.738 -3.136 -3.312
C 0.302 -1.859 -2.617
C -0.850 -1.111 -3.293
C -2.226 -1.561 -2.789
C -3.139 -0.332 -2.674
C -4.621 -0.683 -2.757
C -5.200 -1.201 -1.432
C -6.690 -0.838 -1.266
C -6.952 0.012 -0.040
C -6.251 1.367 -0.092
C 3.312 0.626 1.298
N 4.600 0.225 1.549
C 4.759 -0.918 2.105
I 6.766 -1.495 2.407
H 2.150 -3.363 4.346
H 2.595 -4.744 3.229
H 4.888 -3.396 3.295
H -1.116 -0.381 1.257
H 0.059 -1.638 1.735
H -0.401 -0.443 2.891
H -0.926 2.138 1.385
H -0.750 3.713 -0.710
H -0.006 4.750 0.964
H 4.046 3.738 0.482
H 5.061 2.519 1.170
H 6.066 1.999 -0.758
H 5.336 3.459 -1.320
H 4.792 2.157 -3.014
H 3.355 1.788 -2.125
H 5.643 0.146 -2.958
H 5.448 -0.062 -1.243
H 3.293 -0.344 -3.376
H 3.087 -0.751 -1.674
H 5.235 -2.072 -3.369
H 4.414 -2.692 -1.889
H 2.762 -2.193 -4.331
H 3.747 -3.694 -4.253
H 2.245 -3.032 -1.805
H 2.250 -4.579 -2.707
H 0.013 -3.912 -3.078
H 0.790 -3.010 -4.391
H 0.002 -2.144 -1.617
H 1.144 -1.177 -2.534
H -0.793 -1.220 -4.371
H -0.750 -0.062 -3.030
H -2.162 -2.051 -1.820
H -2.680 -2.289 -3.459
H -2.897 0.299 -3.525
H -2.885 0.113 -1.721
H -5.155 0.216 -3.067
H -4.809 -1.422 -3.531
H -5.095 -2.281 -1.410
H -4.622 -0.779 -0.615
H -7.042 -0.298 -2.143
H -7.257 -1.764 -1.236
H -8.020 0.195 0.055
H -6.645 -0.517 0.860
H -6.403 1.844 -1.057
H -6.684 2.011 0.665
H -5.184 1.285 0.088
C -2.988 2.887 -1.977
C -3.189 3.861 -0.834
C -4.107 5.008 -1.217
O -1.912 4.368 -0.421
H -2.521 3.386 -2.832
H -2.324 2.080 -1.675
H -3.933 2.453 -2.302
H -3.604 3.335 0.026
H -3.683 5.576 -2.049
H -4.228 5.698 -0.381
H -5.091 4.642 -1.512
H -1.530 4.841 -1.171
C 1.062 -1.338 7.392
C 0.089 -2.163 6.564
C -1.270 -2.258 7.240
O 0.619 -3.473 6.350
H 1.221 -1.801 8.370
H 2.033 -1.282 6.898
H 0.691 -0.324 7.546
H -0.024 -1.714 5.576
H -1.180 -2.748 8.213
H -1.956 -2.855 6.638
H -1.708 -1.270 7.390
H 0.728 -3.893 7.209
*
```

---

3.
C35H62N10O3PbS3Si4Te | ωB97M-V with the def2-TZVPD basis set

Calculated values
* F_max: 0.772 eV/A
* LUMO energy: -0.01391 Ha
* relative energy (zero: lowest compared OMol25 entry of this formula, charge and spin): 18.64 kcal per mole
* HOMO-LUMO gap: 0.21630 hartree
* HOMO: -6.264 eV

```
! RIJCOSX wB97M-V def2-TZVPD def2/J DEFGRID3
* xyz 0 1
Pb 0.168 -1.406 -0.052
O -1.060 -0.969 -4.470
C -0.750 -2.094 -5.146
C -1.339 -2.266 -6.400
C -1.059 -3.386 -7.156
C -0.182 -4.354 -6.675
C 0.402 -4.179 -5.434
C 0.133 -3.059 -4.647
C 0.768 -2.888 -3.299
O 0.288 -1.975 -2.547
N 1.742 -3.702 -3.030
N 2.399 -3.522 -1.833
C 2.593 -4.601 -1.204
S 1.993 -6.169 -1.776
C 2.875 -7.149 -0.522
C 4.107 -6.375 -0.087
S 3.582 -4.680 0.262
H -0.629 -1.045 -3.584
H -2.014 -1.498 -6.751
H -1.527 -3.508 -8.124
H 0.041 -5.234 -7.262
H 1.090 -4.913 -5.038
H 3.150 -8.098 -0.983
H 2.216 -7.340 0.327
H 4.854 -6.365 -0.880
H 4.547 -6.786 0.820
C -0.371 -1.032 5.753
N -0.478 -0.319 4.496
C -0.142 1.090 4.475
C -0.827 -0.929 3.320
N -0.764 -0.397 2.153
N -1.300 -2.222 3.515
C -1.741 -3.160 2.589
N -2.595 -4.077 3.179
N -1.309 -3.202 1.404
H 0.227 -0.436 6.439
H 0.149 -1.983 5.628
H -1.344 -1.206 6.229
H -0.160 1.468 5.495
H -0.876 1.653 3.901
H 0.849 1.270 4.053
H -0.445 0.563 2.163
H -1.487 -2.471 4.471
H -3.183 -3.745 3.926
H -3.068 -4.690 2.534
H -1.752 -3.912 0.833
O 2.876 -0.951 -0.775
C 3.893 0.009 -0.555
C 4.455 -0.070 0.864
C 3.317 0.008 1.911
C 3.088 -1.293 2.631
C 3.971 -1.736 3.615
C 3.749 -2.956 4.225
C 2.656 -3.713 3.829
C 1.841 -3.205 2.834
N 2.036 -2.019 2.260
H 3.193 -1.774 -1.186
H 3.418 0.985 -0.700
H 4.688 -0.088 -1.300
H 5.155 0.755 1.007
H 5.020 -0.997 0.986
H 2.393 0.275 1.398
H 3.533 0.788 2.646
H 4.820 -1.123 3.886
H 4.420 -3.315 4.994
H 2.452 -4.681 4.264
H 0.988 -3.764 2.471
S -2.485 -1.495 -1.367
C -3.914 -1.354 -0.548
N -4.968 -0.758 -1.234
C -6.219 -0.649 -0.755
C -6.482 -1.079 0.506
C -5.375 -1.607 1.213
N -4.165 -1.741 0.742
H -4.743 -0.460 -2.174
H -6.956 -0.206 -1.410
H -7.465 -1.009 0.941
H -5.518 -1.937 2.238
C 1.440 4.332 -3.649
Si -0.242 4.616 -2.869
C -0.503 6.478 -2.724
C -1.554 3.927 -4.020
Si -0.339 3.474 -0.819
Te 0.061 1.154 -1.599
Si -2.482 3.612 0.097
C -3.056 5.393 0.319
C -3.712 2.705 -0.999
C -2.566 2.767 1.780
Si 1.241 4.363 0.645
C 0.779 6.123 1.140
C 1.352 3.356 2.234
C 2.955 4.443 -0.115
H 1.451 4.713 -4.673
H 1.673 3.268 -3.677
H 2.233 4.832 -3.094
H -0.417 6.942 -3.708
H 0.242 6.938 -2.075
H -1.485 6.725 -2.324
H -1.492 4.405 -4.999
H -2.557 4.093 -3.628
H -1.420 2.854 -4.151
H -2.869 5.980 -0.579
H -2.523 5.878 1.138
H -4.124 5.441 0.536
H -3.818 3.181 -1.972
H -4.696 2.672 -0.525
H -3.361 1.685 -1.169
H -1.709 3.026 2.399
H -2.580 1.684 1.651
H -3.470 3.061 2.317
H -0.088 6.142 1.802
H 0.533 6.729 0.269
H 1.610 6.605 1.660
H 0.451 3.483 2.834
H 2.207 3.668 2.838
H 1.460 2.294 2.011
H 2.969 5.144 -0.949
H 3.287 3.478 -0.501
H 3.679 4.789 0.626
*
```